Here is one molecule with the formula C7H12N2OS2 from OMol25. Energies are from the ωB97M-V functional and the def2-TZVPD basis.

The geometry in XYZ format:
```
24
Properties=species:S:1:pos:R:3:forces:R:3:lowdin_charge:R:1
C -2.5834 -0.7115 0.7575 -2.59 0.16 0.68 -0.34
C -1.3960 -1.3941 0.5108 2.68 -1.35 0.86 -0.19
C 0.7388 -1.3052 -0.3129 3.71 -2.05 -0.61 -0.84
C -2.6146 0.7886 0.7401 -0.93 0.01 -0.70 -0.42
C -1.4164 1.6063 0.5075 3.81 0.62 -0.97 -0.13
C 3.2124 0.7943 -0.2254 0.79 2.31 0.63 -0.11
C 3.0086 -0.4429 -0.9862 -2.75 -2.24 2.84 -0.27
N -0.5460 -0.9354 -0.3242 -1.91 0.84 -0.71 0.01
N 1.5353 -0.6236 -1.1951 0.29 0.09 0.55 0.00
O -4.8564 0.1242 -0.6542 -0.79 -0.18 -0.06 -0.54
S 1.4331 -2.5751 0.5614 -0.72 0.46 0.15 0.64
S -3.4056 0.0442 -0.7849 0.78 0.29 1.15 1.02
H -3.2500 -1.2303 1.4643 0.01 0.49 -0.56 0.14
H -1.1023 -2.2128 1.2147 -0.19 0.34 -0.64 0.11
H -3.4165 1.2412 1.3163 -0.03 -0.27 0.05 0.13
H -1.0489 2.3913 1.2902 -1.24 -1.45 -1.35 0.12
H -1.4648 2.0302 -0.5373 -0.07 0.33 1.30 0.09
H -0.5166 0.8836 0.3130 -1.54 1.60 0.84 0.08
H 2.9655 0.6116 0.8022 -0.47 -0.23 0.66 0.06
H 4.2819 1.0993 -0.1318 -0.75 0.05 -0.62 0.09
H 2.5335 1.6426 -0.5184 1.00 -0.58 -0.13 0.09
H 3.5476 -0.6764 -1.8137 1.36 0.16 -2.90 0.08
H 3.2575 -1.2915 -0.3118 -0.06 0.47 -0.40 0.05
H 1.1034 0.1416 -1.6823 -0.41 0.15 -0.07 0.12
```
Positions in Å, forces in eV/Å.

Calculated values
* net charge: 0
* gap between HOMO and LUMO: 7.50 eV
* energy above the lowest of the compared OMol25 structures with the same formula, charge and spin: 3.338 eV
* lowest unoccupied orbital energy: -0.875 eV
* E_tot: -1254.94168 Eh
* F_max: 4.5 eV Å⁻¹


Here is one molecule with the formula C12H13N3O2S2 from OMol25. Energies are from the ωB97M-V functional and the def2-TZVPD basis.

The geometry in XYZ format:
```
32
Properties=species:S:1:pos:R:3:forces:R:3:lowdin_charge:R:1
O -0.2965 -0.8987 -2.3712 0.25 -0.37 -0.17 0.06
C -1.1401 -0.2190 -1.8208 -0.09 0.41 0.04 -0.49
C -2.6187 -0.5643 -1.7273 0.15 -0.14 -0.03 -0.11
C -3.0897 -0.4220 -0.3189 -0.05 -0.25 0.27 -0.56
C -3.8672 0.5561 0.2202 0.10 -0.19 -0.24 -0.14
C -4.0436 0.4173 1.6161 0.03 -0.06 0.26 -0.18
C -3.3871 -0.6560 2.1186 0.19 -0.21 -0.14 -0.41
S -2.5407 -1.5278 0.9017 -0.34 0.49 -0.14 1.04
N -0.8330 0.9709 -1.2536 0.00 0.39 0.16 0.06
N 0.5096 1.3025 -1.0895 0.38 -0.54 -0.27 0.04
C 0.8990 1.8643 0.0819 -0.22 0.34 0.01 -0.86
S -0.2191 2.5156 1.1189 -0.30 0.19 0.47 0.65
N 2.2239 1.9817 0.3183 0.17 0.03 -0.06 0.00
C 3.2509 1.1674 -0.3179 -0.11 -0.34 0.23 -0.10
C 3.1596 -0.2679 0.1017 -0.32 -0.21 -0.77 -0.27
C 2.5004 -1.3459 -0.4170 0.39 0.56 0.10 -0.02
C 2.7295 -2.4167 0.4819 0.30 0.08 0.51 -0.05
C 3.5028 -1.9110 1.4784 -0.41 -0.78 -0.21 -0.12
O 3.7673 -0.6133 1.2609 0.21 0.51 0.11 0.05
H -3.1821 0.1095 -2.3759 0.00 -0.05 0.00 0.13
H -2.7412 -1.5872 -2.0877 0.06 0.12 -0.08 0.12
H -4.3086 1.3484 -0.3584 -0.06 0.14 -0.17 0.12
H -4.6286 1.0930 2.2128 -0.09 0.10 0.14 0.10
H -3.3409 -0.9973 3.1333 -0.03 -0.02 0.24 0.06
H -1.4315 1.4507 -0.5793 0.13 -0.16 -0.07 0.06
H 1.0997 0.6320 -1.5746 -0.17 0.14 0.07 0.12
H 2.4415 2.3597 1.2290 -0.16 -0.01 -0.12 0.12
H 3.1637 1.2565 -1.4034 0.12 -0.03 0.07 0.13
H 4.2168 1.5722 -0.0109 -0.07 0.01 -0.17 0.13
H 1.9259 -1.4000 -1.3206 -0.12 0.10 -0.22 0.09
H 2.3620 -3.4174 0.3905 -0.04 -0.24 0.05 0.10
H 3.9160 -2.3532 2.3628 0.10 0.03 0.14 0.12
```
Positions in Å, forces in eV/Å.

Calculated values
* net charge: 0
* gap between HOMO and LUMO: 9.20 eV
* energy above the lowest of the compared OMol25 structures with the same formula, charge and spin: 0.089 eV
* lowest unoccupied orbital energy: 0.696 eV
* E_tot: -1576.17739 Eh
* F_max: 0.9 eV Å⁻¹
* SMILES: O=C(Cc1cccs1)NNC(=S)NCc1ccco1


Here is a 3-piece molecular cluster, C18H37FN5O13P2S2 overall from OMol25. Energies are from the ωB97M-V functional and the def2-TZVPD basis.

The geometry in XYZ format:
```
78
Properties=species:S:1:pos:R:3:forces:R:3:lowdin_charge:R:1
C -0.2331 6.1485 0.6025 0.09 0.05 -0.32 -0.10
C 0.9093 5.1862 1.0533 0.12 0.36 0.20 -0.22
C 0.6416 4.4520 2.4030 -0.26 1.79 -0.12 -0.17
N -0.7564 3.9371 2.3842 0.78 -0.60 0.02 -0.04
N -0.8810 2.6929 3.0087 -0.30 0.56 -0.02 0.10
C -1.3775 1.7176 2.3094 -1.70 -3.03 -1.58 -0.31
N -1.5020 0.4007 2.8584 2.17 1.51 0.45 0.05
C -2.2362 -0.5091 1.9318 -0.84 2.26 -0.36 -0.41
P -3.9699 -0.3895 2.6285 -2.96 -0.88 1.41 0.52
O -4.9476 -1.2965 2.0206 0.76 -0.11 -0.42 -0.25
O -4.5716 1.1277 2.6148 1.55 -0.54 0.33 -0.15
O -3.8406 -0.7982 4.2184 0.90 1.21 -1.59 -0.12
P -1.7629 -2.3146 2.0735 2.37 -3.07 1.22 0.31
O -2.8831 -3.2202 2.8494 0.42 1.23 -1.90 -0.20
O -1.5581 -3.0363 0.5866 -2.34 1.65 1.70 -0.23
S -0.1078 -2.5795 3.0426 -0.51 1.02 -0.28 0.41
C -1.8861 0.2700 0.5871 1.03 -1.57 0.62 -0.30
C -0.3223 -0.0049 0.3072 0.16 -0.23 -1.34 -0.13
C -0.0185 -0.7146 -1.0438 0.81 0.12 -0.32 -0.07
C -2.7457 -0.0817 -0.6498 -0.33 -0.77 1.07 -0.39
O -2.6749 0.5025 -1.6633 0.70 1.52 -1.15 0.19
N -3.6761 -1.2454 -0.6121 0.59 1.75 0.44 0.17
C -4.9474 -0.7608 -1.0394 0.22 0.63 1.11 -0.54
O -5.6577 -1.3356 -1.7381 -1.53 -1.87 -1.81 0.23
F -5.3648 0.4415 -0.5674 1.48 -0.46 0.55 0.11
N -1.8343 1.6974 1.0069 -0.73 1.08 2.27 -0.30
S -3.0661 2.7866 0.4502 -0.42 1.03 -1.31 0.92
H -1.2539 5.7233 0.6781 0.62 0.02 -0.02 0.05
H -0.2338 7.1211 1.1421 0.12 -0.66 -0.27 0.08
H -0.0677 6.3532 -0.4791 -0.18 0.08 0.76 0.08
H 1.8169 5.8144 1.1994 -0.42 -0.57 -0.18 0.12
H 1.1188 4.4827 0.2230 -0.12 0.16 0.67 0.08
H 0.6906 5.2292 3.2063 0.16 -0.57 -0.44 0.12
H 1.4006 3.6894 2.6575 -0.65 0.08 -0.39 0.12
H -1.4264 4.5898 2.7799 0.22 -0.13 0.11 0.13
H -0.5729 2.5427 3.9745 -0.30 -0.08 -0.29 0.20
H -0.5145 0.1536 3.0252 -0.53 -1.09 0.59 0.11
H -5.1466 1.2763 3.3864 0.12 -0.14 -0.22 0.11
H -3.0991 -0.3229 4.6362 -0.24 -0.25 0.13 0.08
H -3.5973 -3.5095 2.2482 -0.24 0.23 0.55 0.09
H -2.4732 -3.2801 0.3265 0.54 -0.10 -0.52 0.08
H 0.1926 0.9815 0.2585 -0.47 -0.62 0.04 0.13
H 0.1675 -0.5604 1.1306 -0.59 0.07 -0.40 0.07
H -0.6441 -1.5956 -1.2774 0.26 0.47 0.33 0.05
H -0.0618 -0.0163 -1.9092 -0.22 -0.38 0.68 0.08
H 1.0395 -1.0624 -1.0158 -0.73 0.12 0.06 0.10
H -3.3339 -1.8769 -1.3436 -0.39 0.12 0.13 0.15
H -3.4923 3.5434 1.5078 0.57 -0.98 0.15 -0.09
C -1.0843 -5.2220 -2.3101 0.15 -0.21 -0.16 -0.05
C -0.0295 -4.4798 -1.5106 -0.45 0.05 -0.01 -0.23
O 1.1094 -5.3049 -1.2472 0.20 0.08 0.03 0.04
C 1.9272 -5.5109 -2.2878 -0.09 -0.24 0.01 -0.60
O 1.7844 -5.0637 -3.3971 0.05 0.08 0.16 0.12
O 2.9096 -6.3202 -1.8892 -0.11 0.18 0.01 0.01
C 3.8029 -6.7093 -2.9359 0.31 -0.16 -0.20 -0.04
H -1.3613 -6.1503 -1.8066 -0.07 0.11 0.10 0.09
H -1.9777 -4.6056 -2.4377 -0.01 0.00 0.02 0.07
H -0.7157 -5.4942 -3.2989 -0.02 0.14 0.00 0.08
H -0.4419 -4.2049 -0.5377 0.60 -0.38 -0.29 0.08
H 0.2768 -3.5556 -2.0067 0.13 -0.17 -0.13 0.11
H 4.2131 -5.8392 -3.4471 -0.15 -0.02 -0.03 0.10
H 3.2881 -7.3602 -3.6425 0.00 0.14 -0.05 0.10
H 4.6203 -7.2635 -2.4801 -0.16 0.04 0.20 0.10
C 5.9795 0.6365 -1.1549 -0.27 -0.11 -0.18 -0.06
C 5.8492 2.0999 -0.7831 0.41 -0.41 0.30 -0.20
O 4.9802 2.8014 -1.6868 -0.28 0.16 0.05 0.05
C 3.6790 2.5711 -1.5399 0.38 -0.15 -0.17 -0.60
O 3.1705 1.8389 -0.7223 -0.12 0.22 0.01 0.10
O 3.0230 3.2689 -2.4736 0.01 -0.03 0.24 0.02
C 1.6213 3.0202 -2.4865 -0.38 0.03 -0.17 -0.04
H 6.3024 0.5338 -2.1924 0.14 0.05 0.07 0.09
H 6.7010 0.1385 -0.5067 0.03 0.07 -0.02 0.08
H 5.0250 0.1169 -1.0656 0.03 0.05 0.12 0.07
H 6.8237 2.5803 -0.8630 -0.18 0.20 -0.18 0.13
H 5.5088 2.2276 0.2462 -0.18 -0.01 -0.11 0.12
H 1.1837 3.1846 -1.5014 0.05 -0.14 -0.02 0.07
H 1.4293 2.0011 -2.8249 -0.04 0.00 0.13 0.09
H 1.1636 3.7143 -3.1879 0.26 0.04 -0.04 0.10
```
Positions in Å, forces in eV/Å.

Calculated values
* net charge: +1
* gap between HOMO and LUMO: 8.45 eV
* lowest unoccupied orbital energy: -3.835 eV
* E_tot: -3538.77429 Eh
* F_max: 4.1 eV Å⁻¹